C42H61BrFIN5O12P | the ωB97M-V functional and the def2-TZVPD basis

Geometry as XYZ:
```
124
Properties=species:S:1:pos:R:3:forces:R:3:lowdin_charge:R:1
C 1.0994 3.4124 0.6524 -1.74 0.09 -1.01 0.024
C -0.2361 3.8385 0.3840 1.23 -0.47 -0.40 -0.112
C -1.5205 2.8890 0.5684 0.84 1.26 0.57 -0.440
C -1.3681 2.4729 2.1185 -0.63 -0.36 -0.75 -0.149
O -0.5891 1.2752 2.1123 0.02 0.75 1.20 -0.119
C -0.1895 0.8534 3.4128 0.39 -1.60 -0.09 -0.484
C 0.6868 -0.4601 3.1655 0.91 1.35 -1.28 -0.141
O 1.7260 -0.0298 2.2387 -0.75 -1.16 0.08 -0.197
C 1.8597 -0.9527 1.1636 1.97 -0.08 -1.18 -0.175
C 2.9330 -0.3180 0.1835 -1.25 1.14 0.73 -0.168
O 4.2310 -0.3136 0.7950 -0.25 0.18 -0.63 -0.156
C 4.8710 0.9436 0.6304 1.23 1.34 0.67 -0.193
C 6.3568 0.9362 1.2127 -0.65 -0.09 0.48 -0.169
O 7.3262 1.3654 0.2516 0.50 -1.04 0.72 -0.178
C 8.0301 0.2584 -0.3263 -0.58 -0.85 -1.81 -0.261
C 7.1295 -0.2816 -1.5269 0.23 0.13 0.75 -0.067
C -1.3757 0.4420 4.3886 0.02 0.21 1.26 -0.080
C -1.3429 -1.0350 4.8995 0.18 -1.86 0.65 -0.391
C -0.7909 -1.3485 6.3553 -1.05 0.74 -0.26 -0.045
N -1.7838 -2.0370 4.2096 0.38 1.75 0.40 0.118
P 1.0269 2.0554 4.2663 0.52 -1.14 1.10 0.806
N 1.5793 1.5212 5.6705 -0.88 -0.09 -1.02 -0.301
O -1.4719 1.6731 -0.1236 -0.35 0.68 -0.58 -0.109
C -1.7624 1.5778 -1.4849 -1.47 -3.47 -0.96 -0.734
I -1.2775 3.1733 -2.8452 0.28 0.35 0.36 1.082
C -1.0492 0.2058 -1.9370 1.39 1.21 0.33 -0.131
C -0.6278 0.1149 -3.4309 -0.30 -2.13 -0.31 -0.259
F 0.6744 0.6235 -3.6875 -1.18 0.07 0.41 -0.122
C -3.3262 1.2662 -1.6788 0.60 1.95 0.17 -0.275
O -3.6015 0.6619 -2.9357 -0.11 -0.13 0.93 -0.193
C -4.9492 0.1867 -2.9623 -0.80 -1.12 -0.51 -0.240
C -5.1344 -1.2842 -2.4324 -0.61 -0.28 0.19 -0.073
C -2.7732 3.8213 0.4321 -0.29 1.42 0.21 -0.565
Br -4.5046 2.9999 1.0193 0.61 -0.17 -0.27 0.722
C -2.6530 5.1747 1.2949 -0.95 0.44 -0.37 -0.274
C -2.4778 6.4660 0.3674 1.09 -0.08 1.29 -0.099
H 1.5988 3.7645 1.5850 0.62 1.05 -1.84 0.055
H 1.5828 2.7512 -0.1157 -0.69 -0.92 2.00 0.069
H -0.3407 4.8849 -0.0243 -0.54 -0.48 2.21 0.102
H -0.9058 3.3354 2.6573 -0.19 -0.87 -0.38 0.094
H -2.3497 2.2391 2.6006 0.51 0.38 -0.63 0.095
H 1.2255 -0.7989 4.0852 -0.87 0.04 -0.54 0.130
H 0.1125 -1.2571 2.6339 0.05 0.66 0.97 0.124
H 2.3078 -1.9438 1.4826 -0.69 0.88 0.01 0.140
H 0.9019 -1.1373 0.6079 0.63 0.30 0.54 0.125
H 2.6253 0.7685 0.0928 0.08 -1.15 -0.17 0.102
H 2.9125 -0.7716 -0.8399 0.22 0.10 0.87 0.133
H 4.9620 1.2902 -0.4324 -0.25 -0.55 0.69 0.127
H 4.3350 1.7641 1.1987 0.07 -0.94 -0.58 0.124
H 6.5761 -0.0911 1.6074 -0.13 0.74 -0.45 0.127
H 6.4563 1.6366 2.0915 -0.31 -0.60 -0.94 0.128
H 9.0159 0.5640 -0.7605 -0.92 0.22 0.63 0.094
H 8.2308 -0.5827 0.3860 -0.21 0.87 -0.26 0.113
H 6.2325 -0.8067 -1.0943 0.76 0.53 -0.51 0.070
H 6.7946 0.6383 -2.0838 0.32 -1.12 0.29 0.083
H 7.6761 -1.0073 -2.1849 -0.44 0.77 0.55 0.074
H -2.4004 0.6377 3.9883 1.00 -0.19 -0.09 0.124
H -1.2734 1.0905 5.3109 -0.26 -0.66 -0.85 0.112
H -1.0295 -2.4028 6.6717 0.36 0.97 -0.64 0.077
H 0.3076 -1.1670 6.4533 -0.97 0.02 0.07 0.068
H -1.4036 -0.6979 7.0481 1.09 -0.45 -0.46 0.089
H -1.6517 -2.8940 4.7566 -0.10 0.24 -0.22 0.044
H 0.3337 3.2902 4.4487 0.36 -0.14 -0.60 0.010
H 2.1122 2.2125 3.3344 -0.96 0.45 0.11 0.021
H 1.1323 0.6116 5.8152 0.36 0.24 0.37 -0.086
H -0.1015 0.1647 -1.3187 -0.86 0.03 -0.72 0.120
H -1.6460 -0.6906 -1.6128 0.26 1.04 -0.52 0.133
H -1.3819 0.4960 -4.1692 0.92 0.17 0.87 0.093
H -0.5368 -0.9866 -3.6722 -0.08 1.04 0.28 0.125
H -3.8255 2.2829 -1.6945 0.04 -1.21 0.44 0.079
H -3.6238 0.6564 -0.7862 0.08 0.37 -0.83 0.126
H -5.2560 0.1788 -4.0480 0.28 0.23 1.11 0.118
H -5.6560 0.8427 -2.3884 0.78 -0.24 -0.51 0.123
H -4.5078 -1.5450 -1.5398 -0.34 0.44 -0.78 0.076
H -6.2060 -1.4044 -2.0991 1.09 0.16 -0.33 0.059
H -4.9798 -2.0728 -3.2176 0.14 0.86 0.63 0.079
H -2.9810 4.1849 -0.6121 0.35 -0.91 0.95 0.045
H -1.8666 5.1177 2.0855 -0.50 0.05 -0.83 0.100
H -3.6228 5.3477 1.8431 1.02 -0.51 -0.57 0.071
H -1.4005 6.7932 0.4652 -1.07 -0.26 -0.51 0.070
H -3.0710 7.3154 0.8083 0.39 -0.90 -0.74 0.077
H -2.7183 6.2753 -0.7053 0.06 0.25 0.92 0.073
C -4.9178 -5.2206 2.3442 0.00 0.00 -0.02 -0.071
C -6.1029 -4.6594 1.8821 0.19 -0.10 -0.08 -0.064
C -6.3523 -4.5866 0.5181 -0.14 0.07 0.01 0.001
C -5.4082 -5.0836 -0.3727 0.13 -0.04 0.77 -0.149
C -4.2175 -5.6396 0.0797 0.14 -0.07 -0.03 -0.002
C -3.9748 -5.7060 1.4452 -0.21 0.10 0.00 -0.066
N -5.6780 -5.0302 -1.8092 -0.04 0.04 -0.30 -0.355
O -6.7199 -4.5192 -2.1695 0.00 0.02 0.02 0.066
O -4.8464 -5.5007 -2.5612 0.01 0.02 0.06 0.074
H -4.7286 -5.2806 3.4100 -0.01 0.02 -0.07 0.106
H -6.8340 -4.2810 2.5860 0.03 0.00 -0.08 0.109
H -7.2778 -4.1477 0.1677 0.13 -0.07 -0.16 0.121
H -3.4788 -6.0227 -0.6124 -0.18 0.07 -0.09 0.119
H -3.0516 -6.1396 1.8097 -0.04 0.03 -0.07 0.107
C -9.0349 -1.4308 -7.3775 0.00 0.00 0.02 -0.071
C -9.8478 -2.2789 -6.6338 0.15 0.17 0.04 -0.065
C -9.8314 -2.2184 -5.2468 -0.11 -0.10 0.02 0.002
C -8.9994 -1.3009 -4.6166 0.00 -0.03 -0.76 -0.140
C -8.1781 -0.4543 -5.3513 0.10 0.11 0.00 -0.001
C -8.1983 -0.5230 -6.7380 -0.15 -0.16 0.05 -0.064
N -8.9969 -1.2167 -3.1566 -0.05 -0.07 0.30 -0.343
O -9.7122 -1.9832 -2.5435 0.04 0.04 -0.06 0.084
O -8.2801 -0.3814 -2.6374 -0.03 0.04 -0.07 0.056
H -9.0541 -1.4769 -8.4606 0.01 0.00 0.07 0.107
H -10.4968 -2.9857 -7.1362 0.04 0.03 0.07 0.108
H -10.4676 -2.8827 -4.6765 0.12 0.13 0.12 0.120
H -7.5260 0.2579 -4.8624 -0.14 -0.10 0.13 0.107
H -7.5645 0.1338 -7.3212 -0.02 -0.03 0.07 0.109
C 14.3122 1.3068 0.7386 -0.02 -0.01 -0.01 -0.072
C 14.4254 0.0502 1.3229 -0.14 0.11 -0.14 -0.067
C 13.4830 -0.9317 1.0484 0.07 -0.10 0.08 -0.001
C 12.4338 -0.6440 0.1833 0.52 0.55 0.15 -0.142
C 12.3085 0.6114 -0.3995 -0.07 0.08 -0.09 0.000
C 13.2537 1.5887 -0.1176 0.08 -0.17 0.12 -0.064
N 11.4524 -1.6835 -0.1277 -0.19 -0.26 -0.04 -0.344
O 11.5806 -2.7638 0.4136 0.02 0.08 0.01 0.083
O 10.5654 -1.4090 -0.9129 0.09 0.00 0.00 0.062
H 15.0528 2.0696 0.9508 -0.05 -0.05 -0.01 0.107
H 15.2508 -0.1645 1.9905 -0.07 -0.02 -0.03 0.108
H 13.5795 -1.9068 1.5080 -0.17 0.02 -0.14 0.119
H 11.4900 0.8396 -1.0697 0.01 -0.20 0.07 0.112
H 13.1678 2.5699 -0.5682 -0.04 -0.08 0.01 0.109
```
Positions in Å, forces in eV/Å.

As for the SMILES: [H]/N=C(\C)C[C@@](COCCOCCOCC)(OC[C@@](C=C)(O[C@@](I)(CCF)COCC)[C@@H](Br)CC)[PH2]=N.O=[N+]([O-])c1ccccc1.O=[N+]([O-])c1ccccc1.O=[N+]([O-])c1ccccc1. For the orbital gap, the calculation gives 7.20 eV. As for the HOMO energy: -0.2836 hartree. For the energy relative to the best compared isomer or geometry (same formula, charge and spin), the calculation gives 409.7 kJ/mol.